# 1
# C3H5N5

An isolated molecule of C3H5N5 (wB97M-V/def2-TZVPD, the OMol25 dataset).

Geometry as XYZ:
```
13
C3H5N5 (wB97M-V/def2-TZVPD)
N 0.253 2.648 0.776
N -0.682 -1.623 -2.031
N 0.177 -1.057 1.411
N 0.201 0.116 -0.608
N 0.542 1.268 1.447
C 0.335 0.283 0.720
C -0.264 -1.834 0.498
C -0.248 -1.200 -0.878
H 0.944 3.140 1.540
H -1.051 -2.871 0.783
H -1.035 -2.573 -1.896
H 0.440 2.740 -0.436
H 0.390 0.965 -1.328
```

Calculated values
- LUMO (eV) = -0.34
- energy above the lowest of the compared OMol25 structures with the same formula, charge and spin (kcal/mol) = 111.46
- molar mass (g mol⁻¹) = 111.1

Which charges does Mulliken predict for the atoms? In e, they are:
1 N -0.46
2 N -0.67
3 N -0.45
4 N -0.16
5 N -0.28
6 C 0.25
7 C 0.05
8 C 0.47
9 H 0.30
10 H 0.24
11 H 0.24
12 H 0.21
13 H 0.26

=====

# 2
# C3H5N5

A structure of composition C3H5N5 (wB97M-V/def2-TZVPD, the OMol25 dataset).

Geometry as XYZ:
```
13
C3H5N5 (wB97M-V/def2-TZVPD)
N 0.419 -0.667 0.521
N -1.358 1.182 -0.515
N 2.201 0.727 0.362
N -0.980 -1.020 0.496
N 1.061 -1.036 -0.673
C 1.004 0.503 0.863
C -1.755 -0.040 -0.165
C 2.059 -0.097 -0.723
H -2.113 1.965 -0.514
H 2.751 -0.195 -1.505
H -1.161 -1.938 0.489
H -2.831 -0.471 -0.370
H 0.703 1.088 1.733
```

Calculated values
- LUMO (eV) = 0.82
- energy above the lowest of the compared OMol25 structures with the same formula, charge and spin (kcal/mol) = 86.37
- molar mass (g mol⁻¹) = 111.1

Which charges does Mulliken predict for the atoms? In e, they are:
1 N 0.40
2 N -0.59
3 N -0.50
4 N -0.27
5 N -0.59
6 C 0.01
7 C 0.09
8 C -0.15
9 H 0.24
10 H 0.45
11 H 0.26
12 H 0.28
13 H 0.37